Density functional theory data (wB97M-V/def2-TZVPD) for a cluster of 2 separate species, C5H9NO2S in total at a distorted geometry.

Computed properties:
* frontier orbital gap (alpha / beta): 7.7 / 9.3 eV
* energy above the lowest of the compared OMol25 structures with the same formula, charge and spin: 3.8151 eV
* total energy: -21747.8460 eV
* multiplicity: 1

Atoms and positions in Å:
C: -2.258 -2.261 -1.739
C: -0.115 1.402 0.481
C: 0.728 1.788 -0.734
C: 1.914 -0.491 -0.773
C: -0.402 -0.618 1.918
N: -0.424 -0.025 0.601
O: -2.644 -2.069 -0.668
O: -1.835 -2.342 -2.799
S: 2.376 1.156 -0.644
H: 0.409 1.668 1.447
H: -1.052 1.896 0.249
H: 0.044 1.397 -1.544
H: 0.856 2.817 -0.765
H: 2.377 -1.388 -0.229
H: 1.146 -0.834 -1.545
H: -1.077 0.034 2.484
H: -0.654 -1.700 1.837
H: 0.611 -0.428 2.423